No. 1
Computed, not measured: a cluster of 6 separate species, C12H24Br12 in total in a non-equilibrium geometry, with wB97M-V/def2-TZVPD.

The geometry in XYZ format:
```
48
Properties=species:S:1:pos:R:3:forces:R:3
Br -0.1313 1.8573 1.9548 0.076 -0.021 -0.072
C 0.3224 0.2646 0.9267 0.185 0.247 -0.774
C -0.5741 0.2141 -0.3383 0.639 -0.994 1.625
Br -0.0416 -1.4826 -1.2446 -0.431 0.775 0.141
H 0.1620 -0.5823 1.5939 -0.241 0.085 -0.271
H 1.3866 0.2933 0.6929 -0.143 0.226 -0.017
H -0.4978 1.0523 -1.0310 0.142 -0.243 0.206
H -1.5649 0.0973 0.1008 -0.232 -0.063 -0.844
Br -6.5698 -2.6098 1.7860 0.245 1.335 0.673
C -6.8496 -4.0442 0.6065 -0.025 -1.268 -0.644
C -6.3680 -3.7728 -0.8013 0.221 -0.008 -0.596
Br -5.6989 -5.4851 -1.7628 -0.697 1.672 0.946
H -7.9313 -4.1739 0.5712 0.263 -0.579 0.278
H -6.2886 -4.8602 1.0620 -0.510 -0.171 -0.192
H -5.5837 -3.0160 -0.8211 0.342 -0.557 -0.118
H -7.1970 -3.3530 -1.3710 0.171 -0.416 -0.350
Br 11.0048 2.8984 2.3836 -1.018 0.065 0.845
C 9.2973 2.9236 3.4731 2.051 -1.330 1.603
C 8.1812 3.1214 2.6004 -1.812 1.179 -2.327
Br 6.5218 2.4863 3.4659 0.466 0.346 -0.364
H 9.4349 3.5711 4.3391 -0.006 0.453 -0.524
H 9.1221 1.9441 3.9179 0.885 -0.280 -0.155
H 8.3209 2.6041 1.6511 -0.277 -0.616 0.354
H 8.0467 4.1422 2.2428 -0.294 0.184 0.562
Br 0.7341 5.7018 -2.5323 1.099 -0.165 0.198
C 2.6939 5.7033 -2.1845 0.850 0.433 -1.144
C 3.5170 5.0472 -3.3339 0.313 0.154 0.740
Br 5.4113 5.6746 -3.2394 -0.467 -0.133 0.283
H 2.9204 5.3075 -1.1945 -0.319 -0.354 -0.276
H 3.0439 6.7356 -2.1784 -0.612 0.132 0.099
H 3.2746 5.3817 -4.3426 -0.531 -0.261 0.367
H 3.6195 3.9668 -3.2329 -0.334 0.180 -0.254
Br -5.4568 1.7224 -4.5300 0.450 -0.991 -1.125
C -4.9111 0.3363 -5.9008 -1.084 -0.027 -1.245
C -5.1068 0.8433 -7.3473 0.545 0.439 -0.067
Br -4.4954 -0.5089 -8.7278 0.058 0.728 1.071
H -5.5537 -0.5367 -5.7869 0.309 0.066 0.636
H -3.8465 0.1158 -5.8230 -0.267 0.015 0.574
H -4.5035 1.7509 -7.3683 0.174 -0.160 -0.844
H -6.0741 1.0652 -7.7981 -0.179 -0.078 1.006
Br -1.0737 -7.2075 5.2683 0.038 0.802 -0.098
C -0.6988 -5.2650 5.5790 -0.718 -0.479 0.952
C 0.2816 -5.2786 6.7668 0.293 0.590 -1.031
Br 0.6373 -3.3933 7.4433 -0.238 -1.406 -0.524
H -1.6452 -4.7946 5.8458 -0.017 -0.301 0.161
H -0.4347 -4.8263 4.6168 0.739 -0.207 0.354
H 1.2079 -5.7258 6.4060 0.244 0.491 0.235
H -0.0448 -5.9057 7.5964 -0.345 0.513 -0.055
```
Positions in Å, forces in eV/Å.

Computed properties:
energy relative to the best compared isomer or geometry (same formula, charge and spin): 54.7 kcal per mole
gap between HOMO and LUMO: 0.38709 Ha
multiplicity: 1
maximum force: 3.18 eV/A
lowest unoccupied orbital energy: 0.0032 Eh
total energy: -853341.9867 eV
HOMO level: -10.45 eV
charge: 0
SMILES: BrCCBr.BrCCBr.BrCCBr.BrCCBr.BrCCBr.BrCCBr

No. 2
Computed, not measured: a cluster of 3 separate species, C24H25N3O7 in total in a non-equilibrium geometry, with wB97M-V/def2-TZVPD.

The geometry in XYZ format:
```
59
Properties=species:S:1:pos:R:3:forces:R:3
C 5.9452 -1.1095 1.6117 0.083 -0.277 0.092
C 6.1499 -1.2137 0.1286 0.196 -0.669 -0.348
O 7.2641 -1.2851 -0.3088 0.579 0.448 -0.349
N 5.0627 -1.2347 -0.7936 -1.024 0.497 0.807
C 4.9249 0.0181 -1.5545 0.444 0.164 0.357
C 3.8429 -1.8446 -0.3407 -0.239 -0.523 0.081
C 3.7410 -3.2076 -0.6532 -0.326 -0.223 0.329
C 2.6465 -3.9891 -0.2859 0.172 0.119 -0.148
C 1.6184 -3.3784 0.3981 -0.001 -0.004 -0.075
C 1.6849 -2.0324 0.7137 0.415 0.159 -0.270
C 2.7829 -1.2423 0.3716 -0.205 0.526 -0.104
C 2.7167 0.2042 0.7538 0.265 -0.190 -0.570
C 2.2740 1.1650 -0.1450 -0.044 0.305 0.477
C 2.1875 2.4662 0.3155 -0.061 -0.166 -0.241
C 2.5362 2.7466 1.6227 0.067 0.433 0.372
N 2.9817 1.8533 2.5069 -0.234 -0.268 -0.765
C 3.0508 0.6077 2.0345 0.171 -0.114 0.511
C 0.4269 -1.6485 1.4378 0.594 -0.907 -0.645
O 0.0686 -0.5967 1.8555 -0.212 0.787 0.483
N -0.3358 -2.8371 1.5109 -0.049 -0.571 0.978
C 0.3314 -3.9358 0.9223 0.762 1.079 -0.510
O -0.0920 -5.0439 0.8603 -0.224 -0.836 0.155
H 5.1309 -1.7148 1.9927 -0.278 0.098 -0.002
H 6.8642 -1.4408 2.0797 0.131 -0.042 0.048
H 5.8119 -0.0629 1.8710 -0.276 0.128 0.050
H 5.7557 0.1195 -2.2436 -0.015 -0.150 -0.244
H 4.9505 0.8872 -0.8950 -0.053 0.111 0.046
H 3.9716 0.0347 -2.0650 -0.018 -0.177 -0.287
H 4.5571 -3.6735 -1.1827 0.138 0.083 -0.112
H 2.5985 -5.0369 -0.5399 0.010 -0.091 -0.022
H 1.9739 0.9258 -1.1525 -0.001 -0.161 -0.123
H 1.8413 3.2590 -0.3270 -0.077 0.103 -0.054
H 2.4388 3.7649 1.9751 0.063 0.074 0.109
H 3.3916 -0.1468 2.7304 0.028 -0.049 0.171
H -0.6003 -3.0781 2.4625 -0.859 0.297 -0.215
O -4.7327 -1.5224 -2.7430 -0.148 0.012 0.008
C -4.5011 -1.3464 -1.5843 0.279 0.067 -0.190
C -3.2904 -1.8114 -0.7974 -0.250 -0.088 0.385
C -3.7485 -1.6417 0.6483 0.135 -0.067 0.030
C -4.7392 -0.4930 0.5327 0.084 0.042 0.131
O -5.3256 -0.6324 -0.7762 -0.049 -0.006 0.077
H -2.4500 -1.1589 -1.0402 0.013 -0.019 -0.062
H -3.0451 -2.8399 -1.0459 0.095 0.055 -0.176
H -2.9413 -1.4395 1.3493 0.004 0.075 -0.033
H -4.2637 -2.5454 0.9780 -0.015 0.010 0.008
H -4.2497 0.4822 0.5884 0.022 -0.006 -0.043
H -5.5287 -0.5356 1.2795 -0.109 0.016 -0.115
O -2.6657 4.4270 -0.5403 0.038 -0.112 0.065
C -3.7614 4.1080 -0.8951 0.079 0.244 -0.148
C -4.9552 5.0129 -1.1449 -0.322 -0.332 0.180
C -6.1219 4.0259 -1.1711 0.078 0.147 0.004
C -5.4453 2.7563 -1.6702 -0.235 -0.049 -0.029
O -4.0974 2.8238 -1.1667 -0.041 -0.047 0.064
H -4.8154 5.5110 -2.1051 0.050 0.058 0.021
H -5.0436 5.7527 -0.3548 0.163 0.126 -0.085
H -6.9586 4.3370 -1.7931 0.034 -0.029 -0.053
H -6.4950 3.8726 -0.1574 -0.011 -0.020 -0.006
H -5.4042 2.7086 -2.7600 0.028 0.013 -0.003
H -5.9150 1.8496 -1.2986 0.153 -0.084 -0.013
```
Positions in Å, forces in eV/Å.

Computed properties:
energy relative to the best compared isomer or geometry (same formula, charge and spin): 50.1 kcal per mole
gap between HOMO and LUMO: 0.32446 Ha
multiplicity: 1
maximum force: 1.42 eV/A
lowest unoccupied orbital energy: -0.0265 Eh
total energy: -44097.2226 eV
HOMO level: -9.55 eV
charge: 0
SMILES: CC(=O)N(C)c1ccc2c(c1-c1cccnc1)C(=O)NC2=O.O=C1CCCO1.O=C1CCCO1

No. 3
Computed, not measured: a structure of composition C2H4N2O4 in a non-equilibrium geometry, with wB97M-V/def2-TZVPD.

The geometry in XYZ format:
```
12
Properties=species:S:1:pos:R:3:forces:R:3
C -1.0544 0.2375 -0.2453 -1.431 -1.239 -2.029
C 0.2553 0.4835 0.4868 -0.322 0.781 5.570
N -1.2909 -1.1177 -0.2793 0.733 0.042 -0.167
N 1.3771 -0.3633 -0.0035 2.094 -0.744 -1.591
O -1.7516 1.0687 -0.8359 1.792 -0.637 1.548
O 1.2644 -1.6142 0.1100 1.153 2.574 -0.213
O 2.3177 0.2707 -0.5157 -1.956 -2.442 1.189
O 0.7055 1.7617 0.5869 -0.539 0.046 -0.030
H 0.1296 0.0540 1.8378 0.223 0.998 -4.310
H -0.4407 -1.6754 0.0402 -1.812 0.513 -0.702
H -1.8146 -1.4422 -1.1062 0.290 0.235 0.932
H 0.3026 2.3366 -0.0758 -0.224 -0.127 -0.197
```
Positions in Å, forces in eV/Å.

Computed properties:
energy relative to the best compared isomer or geometry (same formula, charge and spin): 78.1 kcal per mole
gap between HOMO and LUMO: 0.35656 Ha
multiplicity: 1
maximum force: 5.63 eV/A
lowest unoccupied orbital energy: -0.0411 Eh
total energy: -13304.9741 eV
HOMO level: -10.82 eV
charge: 0

No. 4
Computed, not measured: a structure of composition C20H31Br2FI3N2O7P, with wB97M-V/def2-TZVPD.

The geometry in XYZ format:
```
67
Properties=species:S:1:pos:R:3:forces:R:3
C -4.5246 0.3495 -0.8668 0.153 0.088 0.068
C -3.4656 -0.4120 -1.6732 -0.007 0.077 0.213
C -2.4162 -1.0962 -0.7732 -0.057 0.165 -0.084
C -1.1509 -0.2512 -0.6984 -0.476 0.087 -0.308
O -0.0751 -0.9619 -0.0803 0.122 -0.083 0.352
C 0.4105 -0.5956 1.1795 -0.182 0.080 -0.127
N -0.7020 -0.3953 2.1165 0.300 -0.425 -0.088
C -1.4343 -1.2846 2.4913 0.130 0.710 -0.528
O -2.2228 -2.0337 2.8751 -0.495 -0.653 0.460
C 1.2407 -1.8360 1.6501 -0.041 -0.031 0.053
I 1.8943 -3.0934 0.1017 -0.050 0.016 -0.019
C 1.4650 -2.1509 2.9317 -0.133 0.340 -0.090
C 1.0619 -1.3670 4.1593 0.180 0.043 0.070
I 2.4846 -3.8669 3.5168 0.109 -0.225 0.041
C 1.2822 0.7715 1.0759 0.172 0.080 0.358
O 1.1615 1.3392 -0.2021 -0.077 -0.010 0.001
C 1.7950 0.7824 -1.3526 0.333 -0.220 -0.169
C 0.9827 1.1463 -2.5988 0.294 0.180 -0.188
C 0.1779 2.4418 -2.4548 0.110 0.110 -0.286
C 1.0908 3.6469 -2.2695 0.261 -0.388 0.033
I -0.0072 5.4493 -2.0445 -0.071 0.139 -0.047
C 0.7244 1.9089 2.0148 0.304 -0.058 -0.276
Br -1.0395 2.4180 1.3469 -0.272 0.320 0.353
C 1.6473 3.1621 2.1278 -0.105 0.101 0.069
C 2.4750 3.1680 3.4245 0.088 -0.128 -0.016
Br 0.7124 4.8970 2.1114 0.126 0.073 -0.023
P 3.1422 0.1887 1.2714 -0.206 0.305 -0.050
N 4.0042 1.5952 0.8076 0.049 -0.069 -0.176
O 3.3947 0.2322 2.8955 -0.062 -0.180 0.062
H -4.0568 0.8623 -0.0179 -0.063 -0.035 -0.068
H -5.2898 -0.3231 -0.4699 0.079 0.054 0.003
H -5.0158 1.1185 -1.4680 -0.043 -0.147 0.006
H -2.9607 0.3053 -2.3287 0.013 -0.171 -0.113
H -3.9458 -1.1611 -2.3057 0.026 0.132 -0.075
H -2.1574 -2.0903 -1.1517 -0.043 0.102 0.195
H -2.8512 -1.2063 0.2232 0.083 -0.245 0.041
H -0.8260 -0.0122 -1.7160 -0.240 -0.293 0.482
H -1.3604 0.6899 -0.1951 0.069 -0.288 -0.090
H 1.8884 -1.3634 4.8728 -0.034 0.013 -0.091
H 0.2203 -1.8558 4.6613 0.027 0.078 -0.085
H 0.7892 -0.3376 3.9352 -0.076 -0.098 0.024
H 2.8011 1.2066 -1.4450 -0.066 0.057 0.080
H 1.8992 -0.3038 -1.2732 -0.054 0.112 0.022
H 1.6977 1.2748 -3.4219 -0.082 -0.068 0.045
H 0.3337 0.3209 -2.8954 0.182 0.169 -0.065
H -0.5171 2.3826 -1.6160 0.016 -0.020 -0.106
H -0.3945 2.5806 -3.3783 -0.082 0.012 0.161
H 1.7559 3.7724 -3.1262 -0.135 0.104 0.064
H 1.7036 3.5568 -1.3727 -0.112 0.022 -0.010
H 0.5457 1.5352 3.0221 -0.148 -0.075 -0.124
H 2.2580 3.2219 1.2327 0.087 -0.067 0.125
H 2.0057 2.5549 4.2021 -0.037 0.057 -0.042
H 2.5553 4.1725 3.8321 0.040 -0.053 -0.056
H 3.4886 2.8022 3.2773 0.013 -0.103 -0.066
H 4.5976 1.3931 0.0123 0.034 0.072 0.053
H 4.5668 2.0005 1.5431 -0.059 0.083 0.068
H 2.7047 0.6519 3.4155 0.020 0.139 0.061
C -1.9154 -4.8989 -2.2294 -0.025 -0.006 0.068
C -2.8254 -4.5229 -3.3828 0.079 0.070 0.001
O -2.4772 -3.1713 -3.6131 0.031 -0.073 -0.222
C -1.2024 -2.9743 -3.1758 -0.016 -0.027 0.018
O -0.5455 -2.0207 -3.4229 0.009 0.060 0.009
O -0.7998 -4.0302 -2.4378 0.075 -0.051 0.015
F -4.1369 -4.5990 -3.0600 -0.016 0.065 0.087
H -2.3909 -4.6581 -1.2769 -0.059 -0.014 -0.013
H -1.5913 -5.9349 -2.2339 0.101 0.034 -0.065
H -2.6605 -5.0919 -4.2993 -0.094 -0.045 0.002
```
Positions in Å, forces in eV/Å.

Computed properties:
gap between HOMO and LUMO: 0.31351 Ha
multiplicity: 1
maximum force: 0.94 eV/A
lowest unoccupied orbital energy: 0.0024 Eh
total energy: -214947.5707 eV
HOMO level: -8.47 eV
charge: 0